Molecular formula: C24H46Cl2CoN3O7SSi
Method: DFT, ωB97M-V with the def2-TZVPD basis set

Properties
**E**: -4623.984529 hartree
**HOMO level (spin up / spin down)**: -8.6089 / -8.4263 eV
**Energy relative to the best compared isomer or geometry (same formula, charge and spin)**: 27.7 kJ/mol
**Spin multiplicity**: 5
**Maximum force**: 2.59 eV/A
**Orbital gap (spin up / spin down)**: 9.120 / 6.614 eV
**Net charge**: 0

Structure (XYZ):
```
85
Properties=species:S:1:pos:R:3:lowdin_charge:R:1
C -1.531 -0.477 -3.489 -0.05
C -0.981 -1.717 -2.864 -0.22
H -1.060 -0.279 -4.459 0.07
H -1.356 0.395 -2.839 0.01
H -2.617 -0.562 -3.669 0.10
C -0.484 -2.748 -3.573 -0.11
C -0.304 -2.766 -5.051 -0.09
H -0.213 -3.669 -3.054 0.10
H -0.475 -1.790 -5.513 0.06
H -0.989 -3.487 -5.513 0.08
H 0.710 -3.097 -5.306 0.07
Co 0.126 0.705 0.161 0.57
Cl -0.101 2.060 -1.455 0.28
C 0.444 -2.479 2.308 -0.32
O 1.496 -1.910 1.999 -0.01
N 0.360 -3.475 3.225 -0.18
C 1.586 -3.945 3.848 -0.05
C -0.796 -4.350 3.337 -0.05
H -0.534 -2.202 1.858 0.12
H 2.331 -3.154 3.734 0.08
H 1.940 -4.869 3.375 0.09
H 1.399 -4.157 4.902 0.09
H -1.688 -3.843 2.950 0.09
H -0.949 -4.618 4.393 0.09
H -0.645 -5.287 2.778 0.08
H 0.782 2.812 5.159 0.10
H -0.879 4.547 4.661 0.09
C 1.184 2.951 4.146 -0.02
C -0.703 4.506 3.585 -0.02
N 0.094 3.332 3.256 -0.16
H 1.628 2.023 3.779 0.09
C -0.068 2.734 2.085 -0.27
O 0.684 1.803 1.685 -0.11
H -1.652 4.426 3.055 0.09
H -0.916 3.079 1.478 0.12
H 1.945 3.743 4.179 0.10
H -0.201 5.428 3.267 0.10
H 1.558 -0.084 -3.158 0.09
H 2.386 -2.692 -2.572 0.08
C 2.523 0.163 -2.691 -0.03
C 3.256 -2.141 -2.175 -0.04
N 2.860 -0.829 -1.682 -0.16
H 2.460 1.150 -2.227 0.06
C 2.605 -0.620 -0.385 -0.28
O 2.173 0.457 0.082 -0.09
H 3.701 -2.715 -1.349 0.10
H 2.770 -1.489 0.282 0.13
H 3.297 0.139 -3.464 0.09
H 3.986 -2.014 -2.985 0.09
O 0.049 -0.965 -0.860 -0.18
C -0.971 -1.743 -1.330 -0.36
C 0.318 -3.793 -0.555 -0.06
C -0.902 -3.149 -0.722 -0.19
H 1.228 -3.209 -0.724 0.10
C 0.354 -5.139 -0.182 -0.07
H -1.954 -1.330 -1.039 0.14
C -2.086 -3.788 -0.366 -0.02
H 1.322 -5.639 -0.097 0.11
C -0.843 -5.813 0.085 -0.11
C -2.065 -5.130 0.010 -0.08
H -3.014 -3.208 -0.403 0.13
H -0.816 -6.871 0.364 0.10
H -2.999 -5.643 0.253 0.11
Si -0.221 5.794 -2.275 0.10
Cl -0.489 4.357 -3.770 0.27
C 1.627 5.881 -1.993 -0.22
C -1.351 5.333 -0.866 -0.23
C -0.760 7.480 -2.938 -0.22
H 2.066 4.882 -1.888 0.02
H 1.865 6.466 -1.097 0.03
H 2.108 6.377 -2.849 0.03
H -0.096 7.826 -3.743 0.03
H -0.720 8.213 -2.119 0.03
H -1.788 7.446 -3.324 0.03
H -1.165 4.315 -0.508 -0.04
H -2.397 5.373 -1.200 0.04
H -1.252 6.028 -0.023 0.03
C -1.681 -0.126 3.827 -0.13
S -2.396 0.301 2.245 0.47
O -3.564 -0.537 2.057 -0.32
O -2.608 1.748 2.240 -0.34
O -1.303 -0.098 1.264 -0.44
H -2.175 0.470 4.603 0.07
H -0.606 0.086 3.803 0.06
H -1.859 -1.188 4.024 0.06
```



Molecular formula: C9H12F22Li3N7O31S15
Method: DFT, ωB97M-V with the def2-TZVPD basis set

Properties
**E**: -11258.452068 hartree
**HOMO level**: -1.1043 eV
**Maximum force**: 6.10 eV/A
**Orbital gap**: 6.238 eV
**Net charge**: -4

Structure (XYZ):
```
99
Properties=species:S:1:pos:R:3:lowdin_charge:R:1
Li 3.803 9.142 -8.941 0.63
Li 5.778 12.102 -6.935 0.73
Li 0.742 10.461 -7.400 0.68
N 2.339 8.934 -7.580 -0.38
S 2.757 9.411 -5.988 0.52
O 3.204 8.484 -5.062 -0.17
O 1.837 10.444 -5.641 -0.31
F 4.086 10.220 -6.395 -0.22
S 1.490 7.614 -7.068 0.44
O 0.368 7.860 -6.240 -0.23
O 2.233 6.427 -6.927 -0.21
F 0.670 7.406 -8.392 -0.15
N 6.197 12.017 -5.095 -0.38
S 7.028 10.654 -4.596 0.49
O 6.196 9.565 -4.298 -0.23
O 8.173 10.905 -3.855 -0.21
F 7.525 10.318 -6.066 -0.19
S 5.211 12.159 -3.831 0.48
O 5.872 12.194 -2.579 -0.25
O 3.954 11.530 -3.881 -0.23
F 4.889 13.727 -4.037 -0.20
N 4.351 7.984 -12.282 -0.29
S 3.119 7.346 -11.419 0.49
O 2.081 6.858 -12.242 -0.23
O 2.753 7.919 -10.156 -0.35
F 3.903 6.057 -10.976 -0.17
S 3.582 9.030 -13.228 0.46
O 2.901 10.029 -12.497 -0.29
O 3.044 8.570 -14.452 -0.27
F 4.892 9.841 -13.722 -0.23
N 5.586 8.934 -9.856 -0.31
S 6.416 10.296 -9.878 0.48
O 7.702 10.294 -10.453 -0.23
O 6.115 11.175 -8.760 -0.38
F 5.567 11.049 -10.993 -0.17
S 6.511 8.139 -8.691 0.48
O 5.947 8.431 -7.422 -0.27
O 7.893 7.989 -8.884 -0.23
F 5.998 6.700 -9.008 -0.14
N -0.232 5.315 -1.893 -0.28
S -0.733 6.440 -2.914 0.41
O -0.196 7.746 -2.649 -0.30
O -2.079 6.375 -3.292 -0.27
F 0.045 5.964 -4.208 -0.17
S -0.714 6.001 -0.460 0.49
O -2.123 6.213 -0.337 -0.31
O 0.132 6.926 0.204 -0.30
F -0.451 4.645 0.374 -0.24
N -1.158 10.324 -7.782 -0.38
S -2.294 9.926 -8.873 0.46
O -3.138 11.049 -9.171 -0.30
O -2.906 8.654 -8.739 -0.24
F -1.350 9.770 -10.135 -0.17
S -2.040 10.062 -6.351 0.49
O -2.453 8.791 -5.993 -0.20
O -2.884 11.152 -6.011 -0.28
F -0.744 10.314 -5.464 -0.22
N -1.687 4.468 -11.408 -0.30
S -1.762 4.694 -9.809 0.46
O -2.374 3.604 -9.112 -0.31
O -1.996 5.988 -9.287 -0.26
F -0.201 4.385 -9.581 -0.21
S -3.169 4.958 -11.928 0.48
O -3.233 6.351 -12.226 -0.30
O -4.337 4.322 -11.439 -0.30
F -2.973 4.285 -13.385 -0.25
C 6.586 5.752 -5.000 -0.18
C 6.495 4.327 -5.591 -0.22
C 5.055 3.850 -5.587 -0.21
S 4.404 4.484 -3.994 0.66
O 4.931 3.576 -2.999 -0.35
O 3.035 4.811 -4.077 -0.27
C 5.402 5.960 -4.047 -0.23
H 6.626 6.636 -5.632 0.09
H 7.535 5.820 -4.453 0.10
H 7.186 3.676 -5.069 0.10
H 6.749 4.469 -6.649 0.11
H 4.934 2.772 -5.607 0.10
H 4.417 4.326 -6.333 0.10
H 5.615 6.455 -3.103 0.11
H 4.746 6.683 -4.542 0.09
C 4.444 10.321 -0.330 -0.03
C 5.137 9.408 -1.317 -0.39
C 4.161 8.658 -2.170 -0.29
F 4.749 7.968 -3.173 -0.02
F 3.341 7.868 -1.451 0.14
F 5.978 10.113 -2.103 0.04
F 5.941 8.616 -0.496 0.08
O 3.539 11.133 -1.071 0.02
C 2.692 11.862 -0.343 -0.53
C 1.935 12.756 -1.313 -0.28
F 1.054 13.578 -0.668 0.08
F 2.690 13.430 -2.195 0.10
F 1.794 11.075 0.318 0.15
F 3.382 12.570 0.621 0.11
H 5.132 10.971 0.205 0.15
H 3.890 9.745 0.412 0.15
H 3.487 9.379 -2.645 0.16
H 1.353 12.062 -1.935 0.19
```